Density functional theory data (ωB97M-V/def2-TZVPD) for 9 unconnected molecules or ions with the total composition C23H62N12O9 at a distorted geometry.

Each atom is followed by the atoms it is bonded to, with distances in Å.
Element x y z (Å)
1 C 1.8468 2.8315 -3.6894  O2 1.233, N3 1.305, N4 1.320
2 O 1.3270 3.9490 -3.7120  C1 1.233
3 N 1.4452 1.9320 -2.8332  C1 1.305, H5 1.010, H6 1.010
4 N 2.8471 2.4114 -4.4421  C1 1.320, H7 1.010, H8 1.010
5 H 1.6534 0.9758 -3.0829  N3 1.010
6 H 0.7769 2.2499 -2.1459  N3 1.010
7 H 3.4013 1.5992 -4.2113  N4 1.010
8 H 3.1532 3.0290 -5.1803  N4 1.010
9 C -1.4112 3.0813 -0.4083  O10 1.209, N11 1.304, N12 1.285
10 O -0.5316 2.3917 -0.8702  C9 1.209
11 N -1.6166 4.3426 -0.6655  C9 1.304, H13 1.010, H14 1.010
12 N -2.4309 2.6789 0.2632  C9 1.285, H15 1.010, H16 1.010
13 H -2.3421 4.7942 -0.1272  N11 1.010
14 H -0.9939 4.8727 -1.2583  N11 1.010
15 H -2.6633 1.7528 0.5926  N12 1.010
16 H -3.0717 3.4362 0.4525  N12 1.010
17 C 4.1785 -3.9018 -1.3902  O18 1.199, N19 1.274, N20 1.313
18 O 4.1614 -5.0730 -1.1341  C17 1.199
19 N 3.1269 -3.1845 -1.4446  C17 1.274, H21 1.010, H22 1.010
20 N 5.2745 -3.1997 -1.5638  C17 1.313, H23 1.010, H24 1.010
21 H 3.1919 -2.2043 -1.6794  N19 1.010
22 H 2.2431 -3.6325 -1.2491  N19 1.010
23 H 5.2717 -2.2004 -1.7104  N20 1.010
24 H 6.2020 -3.5959 -1.5106  N20 1.010
25 C 3.8205 -0.3986 1.6125  O26 1.217, N27 1.315, N28 1.280
26 O 3.5128 -0.1202 0.4680  C25 1.217
27 N 3.9812 -1.6509 1.9797  C25 1.315, H29 1.010, H30 1.010
28 N 4.0005 0.3936 2.6017  C25 1.280, H31 1.010, H32 1.010
29 H 3.6549 -2.4089 1.3973  N27 1.010
30 H 4.2351 -1.8391 2.9390  N27 1.010
31 H 3.6159 1.3271 2.5729  N28 1.010
32 H 4.2788 -0.0385 3.4712  N28 1.010
33 C -0.1298 -2.9710 2.1656  O34 1.141, N35 1.317, N36 1.291
34 O -0.5578 -3.7571 2.8727  C33 1.141
35 N 0.8673 -2.1538 2.4361  C33 1.317, H37 1.010, H38 1.010
36 N -0.4738 -2.9197 0.9224  C33 1.291, H39 1.010, H40 1.010
37 H 1.3471 -2.3464 3.3037  N35 1.010
38 H 1.2002 -1.4856 1.7558  N35 1.010
39 H -1.0976 -3.6114 0.5317  N36 1.010
40 H -0.0965 -2.1249 0.4264  N36 1.010
41 C -1.8643 -1.5920 -2.1917  C42 1.589, H52 1.090, H53 1.090, H54 1.090
42 C -2.0300 -0.9828 -3.6498  C41 1.589, C43 1.484, N47 1.503, C51 1.541
43 C -0.6556 -0.6299 -4.0856  C42 1.484, C44 1.550, H55 1.090, H56 1.090
44 C -0.6099 -0.2933 -5.5975  C43 1.550, C45 1.528, H57 1.090, H58 1.090
45 C -1.1240 -1.4084 -6.5067  C44 1.528, C46 1.629, H59 1.090, H60 1.090
46 C -2.6258 -1.8592 -6.0667  C45 1.629, N47 1.520, C49 1.511, C50 1.518
47 N -2.5416 -2.0614 -4.5628  C42 1.503, C46 1.520, O48 1.362
48 O -3.6348 -2.7693 -4.1631  N47 1.362, H70 0.960
49 C -3.6164 -0.8155 -6.5266  C46 1.511, H61 1.090, H62 1.090, H63 1.090
50 C -2.8378 -3.1962 -6.7533  C46 1.518, H64 1.090, H65 1.090, H66 1.090
51 C -2.8212 0.3392 -3.6266  C42 1.541, H67 1.090, H68 1.090, H69 1.090
52 H -2.8634 -1.8622 -1.8497  C41 1.090
53 H -1.4080 -0.9318 -1.4542  C41 1.090
54 H -1.2132 -2.4588 -2.0776  C41 1.090
55 H -0.1896 0.1908 -3.5403  C43 1.090
56 H 0.0444 -1.4638 -4.0327  C43 1.090
57 H 0.3403 0.0463 -6.0094  C44 1.090
58 H -1.1509 0.6500 -5.6715  C44 1.090
59 H -0.5501 -2.3240 -6.3639  C45 1.090
60 H -1.2548 -1.1712 -7.5625  C45 1.090
61 H -3.2746 0.1318 -6.9437  C49 1.090
62 H -4.0379 -1.1477 -7.4753  C49 1.090
63 H -4.4618 -0.6394 -5.8615  C49 1.090
64 H -2.3866 -3.9181 -6.0726  C50 1.090
65 H -3.8921 -3.4347 -6.6135  C50 1.090
66 H -2.4862 -3.2133 -7.7849  C50 1.090
67 H -2.4471 0.9956 -2.8409  C51 1.090
68 H -3.8267 0.0449 -3.3260  C51 1.090
69 H -2.8952 0.8353 -4.5944  C51 1.090
70 H -4.2897 -2.0887 -4.3348  O48 0.960
71 C 1.5337 -0.2757 5.3982  C72 1.591, H82 1.090, H83 1.090, H84 1.090
72 C 0.3367 0.6880 4.9876  C71 1.591, C73 1.523, N77 1.456, C81 1.512
73 C -0.9429 -0.1370 4.9352  C72 1.523, C74 1.557, H85 1.090, H86 1.090
74 C -2.2956 0.6215 5.0697  C73 1.557, C75 1.539, H87 1.090, H88 1.090
75 C -2.2702 1.5204 6.3181  C74 1.539, C76 1.595, H89 1.090, H90 1.090
76 C -1.0133 2.5020 6.3322  C75 1.595, N77 1.481, C79 1.591, C80 1.584
77 N 0.2127 1.7538 5.9718  C72 1.456, C76 1.481, O78 1.360
78 O 1.3542 2.4289 6.2723  N77 1.360, H100 0.960
79 C -1.2827 3.7116 5.3337  C76 1.591, H91 1.090, H92 1.090, H93 1.090
80 C -0.9572 3.0834 7.8042  C76 1.584, H94 1.090, H95 1.090, H96 1.090
81 C 0.6091 1.1139 3.5623  C72 1.512, H97 1.090, H98 1.090, H99 1.090
82 H 1.6445 -1.1727 4.7889  C71 1.090
83 H 1.5510 -0.4325 6.4768  C71 1.090
84 H 2.4290 0.3412 5.3211  C71 1.090
85 H -1.0717 -0.6665 3.9912  C73 1.090
86 H -0.9056 -0.7511 5.8349  C73 1.090
87 H -3.1079 -0.1030 5.1288  C74 1.090
88 H -2.4723 1.1375 4.1260  C74 1.090
89 H -2.3423 0.9751 7.2591  C75 1.090
90 H -3.2156 2.0591 6.3827  C75 1.090
91 H -0.3974 4.3473 5.3458  C79 1.090
92 H -1.2699 3.2375 4.3522  C79 1.090
93 H -2.2152 4.2453 5.5173  C79 1.090
94 H -0.3821 2.3904 8.4183  C80 1.090
95 H -0.5223 4.0828 7.7916  C80 1.090
96 H -1.9447 3.1300 8.2635  C80 1.090
97 H -0.0972 1.8914 3.2710  C81 1.090
98 H 0.6212 0.2847 2.8549  C81 1.090
99 H 1.5777 1.6132 3.5354  C81 1.090
100 H 1.5419 1.9954 7.1081  O78 0.960
101 O 3.6267 -0.6269 -2.3187  H102 0.957, H103 0.957
102 H 4.0434 -0.5214 -3.1740  O101 0.957
103 H 3.7423 0.2207 -1.8892  O101 0.957
104 O 0.9457 -0.5688 0.0081  H105 0.957, H106 0.957
105 H 0.4800 0.1292 -0.4526  O104 0.957
106 H 1.8621 -0.4517 -0.2423  O104 0.957

As for the spin multiplicity: 2. As for the HOMO energy (alpha / beta): 0.07 / -6.43 eV. The frontier orbital gap (alpha / beta) comes out at 1.7 / 8.1 eV. As for the charge: -1.